{"formula": "C4H5N3OS", "method": "ωB97M-V/def2-TZVPD", "symbols": ["C", "C", "H", "H", "H", "H", "C", "S", "H", "C", "N", "N", "N", "O"], "coordinates": [[3.177, -0.754, 0.091], [1.751, -0.149, 0.038], [-3.221, -1.596, -0.568], [3.761, 0.274, 0.273], [-2.263, 2.041, 0.132], [3.338, -1.528, 0.872], [-0.500, 0.643, 0.039], [0.208, -0.877, 0.011], [3.378, -1.271, -0.781], [-1.884, 0.953, 0.193], [-2.882, 0.165, 0.150], [1.775, 1.198, -0.159], [0.508, 1.641, -0.150], [-2.425, -1.135, -0.146]], "multiplicity": 1, "total_energy_ev": -21578.457, "smiles": "Cc1nnc(/C=N\\O)s1", "de_lowest_kj_mol": 439.9, "e_homo_ev": -9.13}

{"formula": "C4H5N5", "method": "ωB97M-V/def2-TZVPD", "symbols": ["N", "N", "H", "N", "N", "N", "C", "H", "C", "C", "H", "H", "H", "C"], "coordinates": [[0.631, 1.746, -0.369], [2.222, -1.068, 0.840], [-2.742, 0.380, 1.033], [0.789, -1.100, -1.039], [-0.503, 1.235, 0.218], [-0.425, -0.832, -1.131], [-0.983, 0.064, -0.137], [2.786, -0.372, 1.383], [1.696, 1.034, -0.483], [-2.326, -0.372, 0.332], [-2.286, -1.342, 0.786], [-3.085, -0.408, -0.472], [2.594, 1.462, -0.895], [1.631, -0.427, -0.065]], "multiplicity": 1, "total_energy_ev": -11675.691, "smiles": "[H]/N=c1\\cnnc(C)nn1", "de_lowest_kj_mol": 281.6, "e_homo_ev": -9.59}